1.
{
  "formula": "C4H13N2O",
  "method": "ωB97M-V with the def2-TZVPD basis set",
  "symbols": ["C", "C", "N", "H", "H", "H", "H", "H", "H", "H", "H", "C", "C", "O", "N", "H", "H", "H", "H", "H"],
  "coordinates": [[-0.8465, -1.1192, -1.9881], [0.1244, -0.0870, -2.3724], [-1.7832, -0.6742, -0.7709], [-1.6940, -1.1717, -2.6977], [-0.7020, -2.1636, -1.6913], [0.7694, 0.1295, -1.4907], [-0.2989, 0.8918, -2.6115], [-2.2675, 0.1905, -1.0829], [-2.4948, -1.3267, -0.4005], [-1.2638, -0.3958, 0.0911], [0.7741, -0.4351, -3.1873], [2.0612, 1.1504, 1.3714], [0.6624, 0.5466, 1.3799], [-0.2497, 1.1234, 0.7294], [0.3389, -0.6568, 1.9561], [1.9569, 2.0802, 0.8377], [2.6969, 0.3555, 0.9709], [-0.5770, -1.0454, 2.1757], [1.0215, -1.2570, 2.4368], [2.4055, 1.2098, 2.3985]],
  "lowdin_charge": [-0.15, -0.06, 0.16, 0.14, 0.14, 0.07, 0.11, 0.18, 0.18, 0.08, 0.12, 0.08, -0.36, 0.20, 0.40, 0.11, 0.12, 0.18, 0.19, 0.12],
  "homo_ev": [-20.2, -20.1],
  "lumo_ev": [-8.48, -14.10],
  "s2": 0.7893,
  "charge": 2,
  "multiplicity": 2
}

2.
{
  "formula": "C4H13N2O",
  "method": "ωB97M-V with the def2-TZVPD basis set",
  "symbols": ["C", "C", "C", "C", "N", "N", "H", "H", "H", "H", "H", "H", "H", "H", "H", "H", "H", "H", "H", "O"],
  "coordinates": [[-2.1466, 1.1953, -0.3905], [-1.8638, -0.1227, 0.4292], [-0.6109, -0.7592, -0.0172], [0.0600, -0.6972, -1.2462], [1.3481, -0.7390, -1.4627], [0.2675, -1.3106, 1.1148], [-2.7913, 1.7889, 0.2487], [-2.6071, 1.1095, -1.3742], [-1.1697, 1.6409, -0.5389], [-1.6600, 0.2464, 1.4387], [-2.7179, -0.8039, 0.3586], [-0.5457, -0.4171, -2.1047], [1.6411, -1.0425, -2.3920], [2.0765, -0.4499, -0.8064], [0.0038, -0.7567, 1.9333], [0.0126, -2.2798, 1.3421], [1.2607, -1.1733, 0.9414], [3.7418, 1.5094, 0.3170], [2.7884, 1.8249, 1.4811], [2.9123, 1.2366, 0.7281]],
  "lowdin_charge": [-0.03, -0.13, -0.07, -0.01, 0.27, 0.29, 0.10, 0.10, 0.08, 0.13, 0.16, 0.18, 0.18, 0.13, 0.18, 0.21, 0.15, 0.07, 0.06, -0.06],
  "homo_ev": [-19.1, -19.1],
  "lumo_ev": [-8.58, -11.95],
  "s2": 0.7652,
  "charge": 2,
  "multiplicity": 2
}

3.
{
  "formula": "C4H13N2O",
  "method": "ωB97M-V with the def2-TZVPD basis set",
  "symbols": ["C", "O", "C", "C", "C", "N", "N", "H", "H", "H", "H", "H", "H", "H", "H", "H", "H", "H", "H", "H"],
  "coordinates": [[1.4484, -0.3773, 1.3617], [1.6358, -1.6162, 1.8688], [0.0266, -0.2507, 0.4330], [0.2898, 1.0859, -0.3322], [-0.7102, 1.4988, -1.4297], [-2.1121, 0.9522, -1.2883], [-0.0813, -1.3156, -0.4470], [2.2936, -0.1439, 0.7242], [1.3583, 0.3693, 2.1667], [0.9273, -1.8976, 2.4735], [-0.8400, -0.2253, 1.0966], [1.2954, 1.0956, -0.7387], [0.2234, 1.8276, 0.4669], [-0.4066, 1.1747, -2.4223], [-0.7288, 2.5797, -1.4891], [-2.1105, -0.0670, -1.3462], [-2.6919, 1.3437, -2.0402], [-2.5526, 1.2216, -0.4052], [-0.3033, -2.2431, -0.0631], [0.7212, -1.4355, -1.0804]],
  "lowdin_charge": [-0.10, 0.09, -0.27, -0.10, -0.10, 0.21, 0.20, 0.14, 0.17, 0.16, 0.16, 0.14, 0.14, 0.14, 0.15, 0.16, 0.19, 0.18, 0.16, 0.17],
  "homo_ev": [-19.3, -19.7],
  "lumo_ev": [-7.24, -12.23],
  "s2": 0.7562,
  "charge": 2,
  "multiplicity": 2
}

Relative energy (zero: lowest compared OMol25 entry of this formula, charge and spin)? In order: 68.86 44.21 43.32 kcal/mol.
Energy? In order: -344.1947 -344.2340 -344.2354 a.u..